# 1
The following is a DFT calculation (ωB97M-V/def2-TZVPD) of a molecular structure, C5H7NO2 in a non-equilibrium geometry.

**Multiplicity**: 1
**E_LUMO**: 1.0 eV
**Energy relative to the best compared isomer or geometry (same formula, charge and spin)**: 91.77 kcal/mol
**HOMO level**: -8.737 eV
**HOMO-LUMO gap**: 9.8 eV
**Total charge**: 0

Cartesian coordinates (Å):
C 0.11399 0.21372 1.14914
C -1.02065 -0.49253 0.29508
C 0.91222 -0.74502 0.22007
C 0.70238 -0.23124 -1.18485
C -0.78372 -0.12500 -1.16278
H -0.13890 2.08297 0.49979
H 0.87040 2.07286 1.99733
H 0.10466 -0.28557 2.11903
H -2.07619 -0.55953 0.68032
H 1.85585 -1.15048 0.57416
H 1.35975 -0.41627 -2.05348
H -1.47444 -0.13180 -2.00903
N 0.15288 1.62117 1.38021
O -0.19023 -1.60975 0.34903
O 0.05066 1.02476 -1.27023

# 2
The following is a DFT calculation (ωB97M-V/def2-TZVPD) of a single C5H7NO2 molecule in a non-equilibrium geometry.

**Multiplicity**: 1
**E_LUMO**: 0.5 eV
**SMILES**: CO/C=C(\C#N)CO
**Energy relative to the best compared isomer or geometry (same formula, charge and spin)**: 71.00 kcal/mol
**HOMO level**: -9.104 eV
**HOMO-LUMO gap**: 9.6 eV
**Total charge**: 0

Cartesian coordinates (Å):
C -1.04285 -1.88416 1.81699
O 0.02905 -1.38676 0.88935
C -0.46098 -0.46621 0.07160
C 0.47612 0.35442 -0.48632
C 1.96555 0.17860 -0.27737
N 3.11245 0.02052 -0.23909
C 0.22900 1.33355 -1.51359
O 0.97992 2.57851 -1.43996
H -0.50431 -2.60631 2.49358
H -1.42820 -0.97117 2.35492
H -1.85910 -2.41365 1.19037
H -1.50460 -0.31337 -0.01514
H -0.81884 1.56307 -1.62118
H 0.42534 0.80209 -2.52370
H 0.40145 3.21087 -0.70047

# 3
The following is a DFT calculation (ωB97M-V/def2-TZVPD) of a single C5H7NO2 molecule in a non-equilibrium geometry.

**Multiplicity**: 1
**E_LUMO**: -0.9 eV
**SMILES**: C/C=C/NC(=O)C=O
**Energy relative to the best compared isomer or geometry (same formula, charge and spin)**: 87.37 kcal/mol
**HOMO level**: -9.393 eV
**HOMO-LUMO gap**: 8.5 eV
**Total charge**: 0

Cartesian coordinates (Å):
C 1.67828 2.04931 -1.92647
C 0.69099 0.96409 -1.32819
C -0.22690 1.26163 -0.33429
N -1.10476 0.31397 0.07485
C -1.02447 -0.84595 0.87515
O -2.13183 -1.33845 1.20973
C 0.33531 -1.41108 1.28066
O 1.40691 -1.36073 0.55917
H 1.19619 3.10987 -2.34074
H 2.19768 1.51517 -2.98867
H 2.52316 2.06005 -1.26659
H 1.02294 -0.14025 -1.42151
H -0.37962 2.29623 0.07966
H -2.05120 0.27344 -0.53518
H 0.30426 -1.82683 2.39672

# 4
The following is a DFT calculation (ωB97M-V/def2-TZVPD) of a single C5H7NO3 molecule in a non-equilibrium geometry.

**Multiplicity**: 1
**E_LUMO (spin up / spin down)**: -0.7 / -0.7 eV
**Energy relative to the best compared isomer or geometry (same formula, charge and spin)**: 133.94 kcal/mol
**HOMO level (spin up / spin down)**: -8.962 / -8.959 eV
**HOMO-LUMO gap (spin up / spin down)**: 8.3 / 8.3 eV
**Total charge**: 0

Cartesian coordinates (Å):
C 0.56885 -0.50297 -1.12799
C 0.32385 1.74818 0.94575
C -0.39795 0.43357 0.80624
C 0.25741 -0.99855 -2.54803
C -1.10433 -0.16652 1.92238
N 1.57375 -0.58412 -0.43532
O 0.50188 2.35103 1.93737
O -0.66568 -0.12317 -0.36719
O 1.75120 -0.19702 0.76865
H 0.47702 2.12369 -0.02805
H -0.11393 -0.15010 -3.06850
H -0.49434 -1.82061 -2.34798
H 1.07772 -1.25175 -3.22017
H -1.95005 0.44300 2.15380
H -0.45224 -0.09418 2.74710
H -1.35316 -1.21047 1.86194

# 5
The following is a DFT calculation (ωB97M-V/def2-TZVPD) of 3 unconnected molecules or ions with the total composition C5H7NO3.

**Multiplicity**: 1
**E_LUMO**: 0.0 eV
**SMILES**: CN1OC(=O)C1=O.[H][H].C#C
**Energy relative to the best compared isomer or geometry (same formula, charge and spin)**: 153.12 kcal/mol
**HOMO level**: -10.015 eV
**HOMO-LUMO gap**: 10.0 eV
**Total charge**: 0

Cartesian coordinates (Å):
C -1.50183 0.15320 -1.74988
N -0.79522 0.55604 -0.58324
O -1.43057 0.66957 0.71194
C -0.42698 1.52199 1.13036
O -0.28450 2.05835 2.17056
C 0.20591 1.43321 -0.28491
O 1.12571 1.87075 -0.90747
H -2.41451 0.73395 -1.87095
H -0.82881 0.33481 -2.58889
H -1.74328 -0.91127 -1.69982
H 3.34996 0.47751 2.48695
H 2.65947 0.66157 2.19629
C -0.03642 -2.53793 0.09536
C 1.07795 -2.23708 0.39025
H -1.01371 -2.84680 -0.12731
H 2.05683 -1.93787 0.63075

# 6
The following is a DFT calculation (ωB97M-V/def2-TZVPD) of a single C5H7NO3 molecule in a non-equilibrium geometry.

**Multiplicity**: 1
**E_LUMO**: 0.6 eV
**SMILES**: CC1=C(/C=N\O)OCO1
**Energy relative to the best compared isomer or geometry (same formula, charge and spin)**: 119.95 kcal/mol
**HOMO level**: -8.425 eV
**HOMO-LUMO gap**: 9.0 eV
**Total charge**: 0

Cartesian coordinates (Å):
C 1.80048 1.49809 -0.02085
C 0.94772 0.25866 -0.01054
C -0.37164 0.08943 -0.09684
C -1.59289 1.00105 -0.07049
N -2.87085 0.72201 0.03714
O -3.18286 -0.66009 0.06410
O -0.66319 -1.27045 -0.20201
C 0.57525 -1.91766 0.07025
O 1.61673 -1.01608 0.02594
H 2.21195 1.78404 -1.03308
H 1.25409 2.48921 0.33889
H 2.65254 1.28201 0.76528
H -1.27945 2.08893 0.15238
H -2.39331 -1.18966 -0.28869
H 0.50725 -2.55145 1.04070
H 0.78819 -2.60803 -0.77218

# 7
The following is a DFT calculation (ωB97M-V/def2-TZVPD) of a molecular structure, C5H7NO3 in a non-equilibrium geometry.

**Multiplicity**: 1
**E_LUMO**: 0.6 eV
**Energy relative to the best compared isomer or geometry (same formula, charge and spin)**: 87.39 kcal/mol
**HOMO level**: -9.104 eV
**HOMO-LUMO gap**: 9.7 eV
**Total charge**: 0

Cartesian coordinates (Å):
C -2.07606 1.10340 0.47351
C 0.32028 0.49951 -0.38765
C -2.10434 -0.72353 -1.27181
C 2.31492 1.13070 0.78499
C -1.56111 -0.12773 0.03887
N -2.48442 2.07994 0.89493
O 0.59727 0.67561 -1.52098
O -1.60085 -1.08156 1.04460
O 0.88079 0.74048 0.71458
H -1.50321 -0.25495 -2.02048
H -3.11126 -0.35910 -1.40218
H -2.00065 -1.76615 -1.10023
H 2.36937 2.25805 0.51547
H 3.07196 0.52417 0.11802
H 2.64061 1.14102 1.81774
H -1.59482 -0.56154 1.92476

# 8
The following is a DFT calculation (ωB97M-V/def2-TZVPD) of 2 unconnected molecules or ions with the total composition C5H7NO4 in a non-equilibrium geometry.

**Multiplicity**: 1
**E_LUMO**: 0.8 eV
**SMILES**: Nc1ccc(OC=O)o1.O
**Energy relative to the best compared isomer or geometry (same formula, charge and spin)**: 28.00 kcal/mol
**HOMO level**: -7.916 eV
**HOMO-LUMO gap**: 8.7 eV
**Total charge**: 0

Cartesian coordinates (Å):
N -1.53384 1.41543 0.95727
C -0.35082 1.49497 1.64870
C 0.21520 2.43752 2.46506
C 1.55936 1.97543 2.73213
C 1.69817 0.84360 2.00605
O 2.83473 0.04570 1.81617
C 3.27087 -0.28846 0.59690
O 3.45547 -1.42641 0.24311
O 0.51829 0.47609 1.44576
H -1.89053 0.47612 0.82206
H -2.24934 2.05579 1.27606
H -0.26553 3.33713 2.83710
H 2.23121 2.31672 3.51396
H 3.17849 0.57417 -0.08006
O 2.07273 -3.14579 2.27464
H 2.59324 -3.61107 1.55570
H 2.75841 -2.75433 2.82772

# 9
The following is a DFT calculation (ωB97M-V/def2-TZVPD) of a single C5H7NO4 molecule in a non-equilibrium geometry.

**Multiplicity**: 1
**E_LUMO**: 0.4 eV
**SMILES**: O=C(O)[C@H]1N[C@H]2[C@@H](O)[C@@]12O
**Energy relative to the best compared isomer or geometry (same formula, charge and spin)**: 67.26 kcal/mol
**HOMO level**: -9.478 eV
**HOMO-LUMO gap**: 9.9 eV
**Total charge**: 0

Cartesian coordinates (Å):
O -2.57201 -0.07388 -0.60792
C -1.41431 -0.06655 -0.94022
O -1.11032 0.65221 -2.22888
C -0.33980 -0.93583 -0.31772
N 1.06229 -0.77438 -0.78584
C 1.45581 -0.23150 0.51007
C 0.57164 0.92580 0.92301
O -0.12163 1.72473 0.02129
C 0.07063 -0.47086 1.08048
O -0.31615 -1.05611 2.25292
H -0.31307 0.28971 -2.63544
H -0.66702 -1.98572 -0.34476
H 1.19512 -0.08691 -1.52761
H 2.44513 -0.40895 0.93292
H 0.85608 1.40516 1.86395
H -0.12860 1.48087 -1.04314
H -0.67377 -0.38780 2.84689

# 10
The following is a DFT calculation (ωB97M-V/def2-TZVPD) of a single C5H7NOS molecule in a non-equilibrium geometry.

**Multiplicity**: 1
**E_LUMO**: 0.6 eV
**SMILES**: C=C[C@@H]1CNC(=O)S1
**Energy relative to the best compared isomer or geometry (same formula, charge and spin)**: 68.12 kcal/mol
**HOMO level**: -9.470 eV
**HOMO-LUMO gap**: 10.1 eV
**Total charge**: 0

Cartesian coordinates (Å):
C -1.07254 -1.83595 1.70743
C -0.56642 -0.71958 1.16014
C -0.21157 -0.55107 -0.22153
C 1.16993 0.00232 -0.71742
N 0.95651 1.50245 -0.38831
C -0.15872 1.97110 -1.16053
O -0.48229 3.08269 -1.69524
S -1.44098 0.69331 -1.01111
H -1.27168 -2.76504 1.01552
H -1.55697 -1.70849 2.82996
H -0.17837 0.20538 1.81239
H -0.45336 -1.56528 -0.53937
H 1.38692 0.11674 -1.83366
H 2.19381 -0.46034 -0.17833
H 1.68574 2.03176 -0.77994

# 11
The following is a DFT calculation (ωB97M-V/def2-TZVPD) of 2 unconnected molecules or ions with the total composition C5H7NOS in a non-equilibrium geometry.

**Multiplicity**: 1
**E_LUMO (spin up / spin down)**: -0.7 / -0.7 eV
**Energy relative to the best compared isomer or geometry (same formula, charge and spin)**: 123.39 kcal/mol
**HOMO level (spin up / spin down)**: -7.387 / -9.312 eV
**HOMO-LUMO gap (spin up / spin down)**: 6.7 / 8.6 eV
**Total charge**: 0

Cartesian coordinates (Å):
C -0.49833 1.67599 -0.67391
C 1.24751 2.81499 -0.18252
C 0.42520 0.82228 -0.02721
C -0.79685 -1.47106 -0.45516
C 0.37272 -0.60667 0.01149
N 0.06233 2.96624 -0.74198
O 1.47336 1.61372 0.26798
S 1.93555 -1.47875 0.11533
H -1.49286 1.41065 -0.90355
H 2.13630 3.41124 -0.25474
H -1.81601 -1.05608 -0.26093
H -0.60019 -1.77128 -1.66001
H -0.75502 -2.45296 0.08215
H -0.50442 -0.84418 2.15843
H 2.60465 -0.72544 1.04393

# 12
The following is a DFT calculation (ωB97M-V/def2-TZVPD) of 2 unconnected molecules or ions with the total composition C5H7NOS in a non-equilibrium geometry.

**Multiplicity**: 1
**E_LUMO (spin up / spin down)**: -1.0 / -1.0 eV
**Energy relative to the best compared isomer or geometry (same formula, charge and spin)**: 92.52 kcal/mol
**HOMO level (spin up / spin down)**: -7.304 / -7.303 eV
**HOMO-LUMO gap (spin up / spin down)**: 6.3 / 6.3 eV
**Total charge**: 0

Cartesian coordinates (Å):
C 1.90126 0.08714 -0.93336
C 1.05077 -1.02633 -0.54637
C 1.61469 1.08548 -0.09393
C 0.34382 -0.60275 0.61047
C -0.69733 -1.18060 1.24761
N -2.33386 1.04935 -0.62296
O 0.68569 0.77089 0.84401
S -2.91480 -0.34500 -0.01261
H 2.73467 0.10375 -1.79627
H 1.15945 -1.95580 -0.99484
H 1.85885 2.10679 -0.16301
H -0.87462 -2.20764 1.19417
H -0.97686 -0.64826 2.20550
H -1.41760 1.08032 -1.04020
H -2.13411 1.68265 0.10179